1.
ORCA calculation (ωB97M-V/def2-TZVPD) on an isolated molecule of C3H5ClFN in a non-equilibrium geometry.

Structure (XYZ):
```
11
C3H5ClFN, DFT ωB97M-V/def2-TZVPD
C -0.399 0.020 -0.989
C 0.738 -0.012 0.100
C -0.348 1.156 -0.009
N 0.620 -0.876 1.222
F 0.145 2.283 -0.511
Cl 0.225 -2.620 0.729
H -0.216 0.190 -2.089
H -1.153 -0.774 -0.739
H 1.810 0.077 -0.194
H -1.107 1.219 0.809
H -0.314 -0.663 1.671
```

Results
- Largest force on an atom: 3.02 eV Å⁻¹
- Gap between HOMO and LUMO: 10.2 eV
- Relative energy (zero: lowest compared OMol25 entry of this formula, charge and spin): 40.6 kcal/mol
- SMILES: F[C@H]1C[C@@H]1NCl
- E_LUMO: 0.41 eV
- Total charge: 0

List of Mulliken charges in e, atom by atom: number 1, C, carries -0.4561; number 2, C, carries -0.2250; number 3, C, carries 0.0041; number 4, N, carries -0.4456; number 5, F, carries -0.2780; number 6, Cl, carries -0.1420; number 7, H, carries 0.2831; number 8, H, carries 0.2109; number 9, H, carries 0.3494; number 10, H, carries 0.3239; number 11, H, carries 0.3754


2.
ORCA calculation (ωB97M-V/def2-TZVPD) on a cluster of 2 separate species, C3H5ClN2 in total in a non-equilibrium geometry.

Structure (XYZ):
```
11
C3H5ClN2, DFT ωB97M-V/def2-TZVPD
C -0.314 -1.303 0.350
C 0.682 1.348 -0.290
C -0.792 -0.140 -0.456
N 0.391 -2.196 -0.241
N 0.460 2.176 0.557
Cl -2.096 0.549 0.361
H -0.724 -1.283 1.400
H 1.421 1.137 -1.008
H -0.828 -0.341 -1.541
H 0.846 -2.952 0.216
H 0.954 3.005 0.653
```

Results
- Largest force on an atom: 4.29 eV Å⁻¹
- Gap between HOMO and LUMO: 9.7 eV
- Relative energy (zero: lowest compared OMol25 entry of this formula, charge and spin): 62.9 kcal/mol
- E_LUMO: 0.97 eV
- Total charge: 0

List of Mulliken charges in e, atom by atom: number 1, C, carries -0.0908; number 2, C, carries -0.1206; number 3, C, carries -0.1588; number 4, N, carries -0.5986; number 5, N, carries -0.3824; number 6, Cl, carries -0.1908; number 7, H, carries 0.3122; number 8, H, carries 0.3985; number 9, H, carries 0.3537; number 10, H, carries 0.2301; number 11, H, carries 0.2475


3.
ORCA calculation (ωB97M-V/def2-TZVPD) on the ion C3H5ClNO4S with charge -1 in a non-equilibrium geometry.

Structure (XYZ):
```
15
C3H5ClNO4S, DFT ωB97M-V/def2-TZVPD
C -0.248 -1.483 2.065
C -0.460 0.564 -0.165
C 0.701 0.150 0.718
N -0.860 -1.966 3.116
O -2.358 -2.838 -0.266
O -0.058 -2.245 1.027
O -0.557 -4.287 -0.772
O 0.226 -0.230 2.005
S -1.277 -3.647 0.320
Cl -1.344 -0.902 4.340
H -0.201 0.467 -1.175
H -1.176 -0.243 0.062
H -0.969 1.446 0.170
H 1.234 0.982 1.049
H 1.231 -0.605 0.282
```

Results
- Largest force on an atom: 3.19 eV Å⁻¹
- Gap between HOMO and LUMO: 8.5 eV
- Relative energy (zero: lowest compared OMol25 entry of this formula, charge and spin): 0.0 kcal/mol
- E_LUMO: 3.55 eV
- Total charge: -1

List of Mulliken charges in e, atom by atom: number 1, C, carries 0.8616; number 2, C, carries -0.8286; number 3, C, carries -0.4273; number 4, N, carries -0.5224; number 5, O, carries -0.5547; number 6, O, carries -0.5575; number 7, O, carries -0.5293; number 8, O, carries -0.3981; number 9, S, carries 0.6497; number 10, Cl, carries -0.2124; number 11, H, carries 0.3272; number 12, H, carries 0.1500; number 13, H, carries 0.3228; number 14, H, carries 0.3430; number 15, H, carries 0.3760


4.
ORCA calculation (ωB97M-V/def2-TZVPD) on an isolated molecule of C3H5ClNP in a non-equilibrium geometry.

Structure (XYZ):
```
11
C3H5ClNP, DFT ωB97M-V/def2-TZVPD
C -0.856 1.259 -0.472
C 1.258 0.486 0.472
C -0.180 0.122 0.142
N -1.437 2.124 -0.948
P -0.459 -1.461 -1.052
Cl -0.181 -2.935 0.380
H 1.807 0.283 -0.393
H 1.297 1.476 0.520
H 1.568 -0.092 1.331
H -0.930 0.079 1.000
H -1.888 -1.341 -0.981
```

Results
- Largest force on an atom: 4.42 eV Å⁻¹
- Gap between HOMO and LUMO: 10.5 eV
- Relative energy (zero: lowest compared OMol25 entry of this formula, charge and spin): 16.6 kcal/mol
- SMILES: C[C@@H](C#N)PCl
- E_LUMO: 0.37 eV
- Total charge: 0

List of Mulliken charges in e, atom by atom: number 1, C, carries -0.0815; number 2, C, carries -1.3648; number 3, C, carries 0.3317; number 4, N, carries -0.4132; number 5, P, carries 0.1436; number 6, Cl, carries -0.2211; number 7, H, carries 0.4255; number 8, H, carries 0.4819; number 9, H, carries 0.3294; number 10, H, carries 0.2749; number 11, H, carries 0.0937


5.
ORCA calculation (ωB97M-V/def2-TZVPD) on a structure of composition C3H5ClO in a non-equilibrium geometry.

Structure (XYZ):
```
10
C3H5ClO, DFT ωB97M-V/def2-TZVPD
C 0.411 1.176 -0.149
C 0.566 -0.333 -0.263
C -0.549 -1.142 -0.025
H 1.340 1.642 -0.066
H 0.229 1.583 1.135
H -0.367 1.861 -0.875
H -0.705 -1.310 1.200
H -0.544 -2.389 -0.626
O 1.659 -0.900 -0.165
Cl -2.040 -0.189 -0.166
```

Results
- Largest force on an atom: 7.44 eV Å⁻¹
- Gap between HOMO and LUMO: 10.2 eV
- Relative energy (zero: lowest compared OMol25 entry of this formula, charge and spin): 77.5 kcal/mol
- E_LUMO: -0.06 eV
- Total charge: 0

List of Mulliken charges in e, atom by atom: number 1, C, carries -1.0748; number 2, C, carries 0.5395; number 3, C, carries -0.2514; number 4, H, carries 0.4042; number 5, H, carries 0.2566; number 6, H, carries 0.2778; number 7, H, carries 0.2240; number 8, H, carries 0.3168; number 9, O, carries -0.5063; number 10, Cl, carries -0.1865


6.
ORCA calculation (ωB97M-V/def2-TZVPD) on a structure of composition C3H5ClO2 in a non-equilibrium geometry.

Structure (XYZ):
```
11
C3H5ClO2, DFT ωB97M-V/def2-TZVPD
C -0.706 0.996 0.423
C 0.121 -0.143 -0.484
C 0.475 -1.600 0.063
H 0.649 2.079 -0.967
H -0.184 0.784 1.329
H -1.778 0.777 0.583
H 1.650 -1.341 0.248
H 0.252 -2.341 -0.745
O -0.400 2.166 -0.334
O 0.423 0.161 -1.562
Cl -0.502 -1.537 1.447
```

Results
- Largest force on an atom: 5.97 eV Å⁻¹
- Gap between HOMO and LUMO: 10.2 eV
- Relative energy (zero: lowest compared OMol25 entry of this formula, charge and spin): 84.7 kcal/mol
- E_LUMO: 0.57 eV
- Total charge: 0

List of Mulliken charges in e, atom by atom: number 1, C, carries -0.3837; number 2, C, carries 0.2434; number 3, C, carries -0.1855; number 4, H, carries 0.3735; number 5, H, carries 0.3389; number 6, H, carries 0.3507; number 7, H, carries 0.2236; number 8, H, carries 0.2994; number 9, O, carries -0.6020; number 10, O, carries -0.4920; number 11, Cl, carries -0.1662


7.
ORCA calculation (ωB97M-V/def2-TZVPD) on a cluster of 3 separate species, C3H5ClO2 in total in a non-equilibrium geometry.

Structure (XYZ):
```
11
C3H5ClO2, DFT ωB97M-V/def2-TZVPD
C -0.165 -0.040 -2.937
C -0.148 0.681 1.436
C -0.381 0.628 0.047
O -0.945 -0.672 -3.453
O -0.145 -0.251 -0.750
Cl 2.029 -2.356 0.621
H 0.675 -0.082 1.751
H -1.080 0.553 2.176
H 0.066 1.698 1.632
H -1.123 1.465 -0.435
H 1.217 -1.623 -0.088
```

Results
- Largest force on an atom: 5.94 eV Å⁻¹
- Gap between HOMO and LUMO: 10.8 eV
- Relative energy (zero: lowest compared OMol25 entry of this formula, charge and spin): 45.7 kcal/mol
- E_LUMO: 0.37 eV
- Total charge: 0

List of Mulliken charges in e, atom by atom: number 1, C, carries 0.1113; number 2, C, carries -0.8729; number 3, C, carries 0.3693; number 4, O, carries -0.1812; number 5, O, carries -0.4093; number 6, Cl, carries -0.2966; number 7, H, carries 0.1583; number 8, H, carries 0.2722; number 9, H, carries 0.3188; number 10, H, carries 0.2455; number 11, H, carries 0.2846


8.
ORCA calculation (ωB97M-V/def2-TZVPD) on a structure of composition C3H5ClS in a non-equilibrium geometry.

Structure (XYZ):
```
10
C3H5ClS, DFT ωB97M-V/def2-TZVPD
C -0.714 0.544 0.623
C 0.582 0.488 0.105
C 1.140 1.660 -0.249
H -2.274 -1.771 0.636
H -0.882 1.578 1.037
H -0.688 0.176 1.495
H 2.046 2.004 -1.015
H 0.236 2.273 -0.025
S -2.026 -0.266 -0.301
Cl 1.642 -0.950 -0.011
```

Results
- Largest force on an atom: 7.71 eV Å⁻¹
- Gap between HOMO and LUMO: 9.3 eV
- Relative energy (zero: lowest compared OMol25 entry of this formula, charge and spin): 80.7 kcal/mol
- E_LUMO: -0.26 eV
- Total charge: 0

List of Mulliken charges in e, atom by atom: number 1, C, carries -0.7129; number 2, C, carries 0.2377; number 3, C, carries -0.4709; number 4, H, carries 0.1473; number 5, H, carries 0.3378; number 6, H, carries 0.4176; number 7, H, carries 0.2672; number 8, H, carries 0.2091; number 9, S, carries -0.2257; number 10, Cl, carries -0.2072


9.
ORCA calculation (ωB97M-V/def2-TZVPD) on a cluster of 2 separate species, C3H5ClS in total in a non-equilibrium geometry.

Structure (XYZ):
```
10
C3H5ClS, DFT ωB97M-V/def2-TZVPD
C -1.312 -0.532 -0.330
C -0.301 0.604 -0.009
C -0.474 -0.440 0.941
S -0.269 -1.212 2.318
Cl 2.997 0.443 -1.282
H -2.348 -0.408 -0.137
H -1.183 -1.201 -1.159
H 0.620 0.671 -0.562
H -0.475 1.728 0.248
H 2.745 0.346 -0.028
```

Results
- Largest force on an atom: 2.97 eV Å⁻¹
- Gap between HOMO and LUMO: 8.3 eV
- Relative energy (zero: lowest compared OMol25 entry of this formula, charge and spin): 36.4 kcal/mol
- SMILES: S=C1CC1.Cl
- E_LUMO: -0.22 eV
- Total charge: 0

List of Mulliken charges in e, atom by atom: number 1, C, carries -0.5546; number 2, C, carries 0.0062; number 3, C, carries 0.2821; number 4, S, carries -0.3436; number 5, Cl, carries -0.2861; number 6, H, carries 0.2436; number 7, H, carries 0.2537; number 8, H, carries -0.0849; number 9, H, carries 0.2077; number 10, H, carries 0.2760


10.
ORCA calculation (ωB97M-V/def2-TZVPD) on an isolated molecule of C3H5ClS in a non-equilibrium geometry.

Structure (XYZ):
```
10
C3H5ClS, DFT ωB97M-V/def2-TZVPD
C -0.135 0.734 0.399
C -0.401 -0.700 -0.016
C 1.033 -0.099 0.143
H -1.620 0.806 -1.040
H -0.733 0.942 1.460
H -0.929 -1.603 0.675
H -0.478 -0.993 -1.083
H 1.682 0.075 -0.816
S -0.498 1.492 -1.180
Cl 2.080 -0.654 1.458
```

Results
- Largest force on an atom: 4.23 eV Å⁻¹
- Gap between HOMO and LUMO: 9.7 eV
- Relative energy (zero: lowest compared OMol25 entry of this formula, charge and spin): 55.9 kcal/mol
- SMILES: S[C@H]1C[C@@H]1Cl
- E_LUMO: 0.83 eV
- Total charge: 0

List of Mulliken charges in e, atom by atom: number 1, C, carries -0.0907; number 2, C, carries -0.6239; number 3, C, carries -0.1301; number 4, H, carries 0.1557; number 5, H, carries 0.2966; number 6, H, carries 0.2362; number 7, H, carries 0.3015; number 8, H, carries 0.3019; number 9, S, carries -0.2338; number 10, Cl, carries -0.2134